Record 1
Below is one molecule with the formula C6H8OS at a distorted geometry, with properties calculated with the ωB97M-V functional and the def2-TZVPD basis.

Atoms and positions in Å:
C 0.571 -0.761 3.030
C 0.150 -1.746 2.244
C -0.149 -1.588 0.807
S -0.646 -2.838 -0.142
O 0.039 -0.318 0.399
C -0.141 0.066 -0.910
C -0.067 1.355 -1.216
C -0.222 1.883 -2.609
H 0.724 0.246 2.648
H 0.783 -0.909 4.112
H -0.004 -2.742 2.609
H -0.330 -0.760 -1.643
H 0.109 2.037 -0.421
H 0.671 2.447 -2.922
H -0.427 1.068 -3.308
H -1.062 2.562 -2.678

Cartesian forces, eV/Å:
0.2 0.2 0.7
0.0 0.3 -0.1
-0.1 0.0 -0.5
0.2 0.5 0.4
0.0 -0.4 0.4
-0.2 -0.6 -1.2
-0.2 -0.8 -0.5
0.2 -0.2 0.0
0.0 -0.2 0.0
-0.2 0.0 -1.0
0.0 -0.3 0.1
0.2 0.9 0.9
0.2 0.6 0.6
-0.3 -0.3 0.0
0.2 0.1 0.0
-0.2 0.3 0.1

Calculated values
LUMO	-0.391	eV
highest occupied orbital energy	-0.328	Ha
structure (SMILES)	C=CC(=S)O/C=C/C
orbital gap	8.546	eV
total charge	0

---

Record 2
Below is one molecule with the formula C6H8OS at a distorted geometry, with properties calculated with the ωB97M-V functional and the def2-TZVPD basis.

Atoms and positions in Å:
O -2.909 1.690 0.500
C -2.012 1.559 -0.327
C -0.600 1.043 0.128
S -0.802 0.199 1.786
C 0.409 -1.177 1.326
C 1.202 -0.622 0.185
C 1.383 -0.646 -1.265
C 0.043 -0.105 -0.649
H -2.170 1.847 -1.447
H 0.115 1.823 0.119
H -0.208 -1.958 0.935
H 1.087 -1.499 2.194
H 1.883 0.150 0.615
H 1.234 -1.546 -1.730
H 2.143 -0.006 -1.634
H -0.799 -0.750 -0.737

Cartesian forces, eV/Å:
1.6 -0.2 -2.0
-0.5 0.2 0.9
-0.6 -0.6 -0.9
0.9 -0.1 -0.1
1.3 -1.0 1.2
-0.2 1.8 2.0
-1.8 1.1 0.9
0.8 1.4 -0.9
0.3 -0.5 1.6
0.4 1.4 0.5
-0.2 -0.9 0.4
-1.4 0.4 -0.9
-0.9 0.0 -0.4
-0.4 -1.9 -1.7
0.6 0.4 -0.3
0.2 -1.6 -0.3

Calculated values
LUMO	0.822	eV
highest occupied orbital energy	-0.323	Ha
structure (SMILES)	O=C[C@H]1SC[C@H]2C[C@@H]21
orbital gap	9.606	eV
total charge	0

---

Record 3
Below is a 2-piece molecular cluster, C6H8OS2 overall at a distorted geometry, with properties calculated with the ωB97M-V functional and the def2-TZVPD basis.

Atoms and positions in Å:
C 1.464 -0.565 -0.360
C 2.324 -1.565 -0.213
C 3.360 0.625 0.172
C 2.015 0.707 -0.099
C -1.545 1.060 0.226
C -3.189 -0.613 -0.089
O -2.268 0.008 0.765
S 3.891 -1.024 0.163
S 1.182 2.229 -0.130
H 0.329 -0.588 -0.265
H 2.152 -2.619 -0.294
H 4.082 1.322 0.526
H -1.228 1.653 1.096
H -2.049 1.686 -0.517
H -3.342 -0.084 -1.014
H -3.004 -1.734 -0.290
H -4.173 -0.498 0.324

Cartesian forces, eV/Å:
-3.6 0.8 0.9
0.6 -1.2 -0.2
0.5 -1.4 0.5
0.8 1.5 0.0
-1.1 0.5 2.1
-0.6 -1.6 -0.7
0.9 0.4 -0.8
0.2 0.8 -0.2
0.2 -0.5 -0.2
1.6 -0.5 -0.9
-0.2 -0.2 0.0
0.0 0.8 -0.1
0.4 -0.3 -0.6
0.2 -0.5 -0.4
0.7 0.1 -0.7
0.1 1.8 0.4
-0.5 -0.4 0.8

Calculated values
LUMO (spin up / spin down)	0.342 / -1.803	eV
highest occupied orbital energy (spin up / spin down)	-0.308 / -0.280	Ha
orbital gap (spin up / spin down)	8.712 / 5.809	eV
total charge	0

---

Record 4
Below is one molecule with the formula C6H8S at a distorted geometry, with properties calculated with the ωB97M-V functional and the def2-TZVPD basis.

Atoms and positions in Å:
C 0.769 -2.230 0.522
C 0.109 -2.576 1.461
C 1.650 -1.558 -0.376
C 1.064 -0.352 -1.081
C -1.131 0.993 0.106
C -1.858 1.965 1.083
S 0.510 1.021 -0.035
H 2.638 -1.285 0.004
H 1.932 -2.203 -1.186
H 1.829 -0.121 -1.880
H 0.088 -0.406 -1.609
H -1.778 0.351 -0.482
H -2.515 1.285 1.563
H -2.348 2.704 0.359
H -0.958 2.413 1.551

Cartesian forces, eV/Å:
1.9 1.5 -2.1
-2.6 -1.1 3.0
0.0 -0.3 0.0
-0.8 0.8 -2.1
0.3 0.4 0.2
2.9 0.1 -3.8
0.0 0.3 0.8
-0.1 0.3 0.5
0.1 -0.5 -0.9
-0.9 1.0 1.0
0.7 -1.4 0.0
0.3 -0.4 -0.1
-0.8 0.1 1.2
0.3 -0.9 1.4
-1.4 0.2 0.8

Calculated values
LUMO (spin up / spin down)	-2.276 / -2.275	eV
highest occupied orbital energy (spin up / spin down)	-0.262 / -0.262	Ha
orbital gap (spin up / spin down)	4.859 / 4.860	eV
total charge	0

---

Record 5
Below is one molecule with the formula C6H8S at a distorted geometry, with properties calculated with the ωB97M-V functional and the def2-TZVPD basis.

Atoms and positions in Å:
C 2.860 -0.196 0.280
C 1.816 -0.832 -0.225
C 0.375 -0.435 -0.234
C -0.146 0.810 -0.189
C -1.669 0.837 -0.285
C -2.144 -0.407 0.378
S -0.941 -1.713 -0.068
H 2.813 0.742 0.828
H 3.836 -0.447 0.035
H 1.959 -1.647 -1.022
H 0.449 1.700 0.013
H -2.012 0.852 -1.343
H -2.104 1.784 0.267
H -2.000 -0.320 1.443
H -3.092 -0.728 0.123

Cartesian forces, eV/Å:
-1.4 1.1 0.2
-0.9 -0.9 -2.4
-0.5 0.4 1.4
-0.1 -0.9 0.1
-0.4 2.5 0.4
2.3 -0.4 0.8
1.0 0.6 -0.8
-0.5 -0.3 0.3
1.6 -0.9 -0.4
0.2 0.8 1.6
-0.1 -0.2 -0.6
0.3 0.2 0.5
0.7 -1.8 -1.2
-0.4 0.1 0.5
-2.0 -0.5 -0.4

Calculated values
LUMO	0.926	eV
highest occupied orbital energy	-0.297	Ha
structure (SMILES)	C=CC1=CCCS1
orbital gap	9.020	eV
total charge	0

---

Record 6
Below is one molecule with the formula C6H8S at a distorted geometry, with properties calculated with the ωB97M-V functional and the def2-TZVPD basis.

Atoms and positions in Å:
C -0.411 1.757 0.336
C -0.038 0.640 -0.644
C -1.132 -0.386 -0.529
C -0.734 -1.531 -0.006
C 0.718 -1.508 0.307
C 1.260 -0.132 0.063
S 2.801 0.316 0.016
H -1.262 1.488 1.026
H -0.713 2.585 -0.134
H 0.364 2.109 0.967
H 0.394 1.126 -1.653
H -2.203 -0.224 -0.856
H -1.518 -2.236 0.074
H 1.092 -1.830 1.360
H 1.381 -2.174 -0.328

Cartesian forces, eV/Å:
-0.7 -2.2 2.0
2.7 1.0 0.9
-0.6 0.4 -1.8
-0.1 1.1 -0.3
2.7 -1.9 2.0
-2.4 0.1 -2.9
-0.2 0.3 0.5
0.9 -0.1 -0.7
-1.4 3.3 -2.1
1.1 0.0 0.5
-1.5 -1.5 2.0
1.5 0.1 0.4
0.1 -1.4 0.6
-1.1 0.3 -1.4
-1.0 0.4 0.4

Calculated values
LUMO	-0.060	eV
highest occupied orbital energy	-0.312	Ha
structure (SMILES)	C[C@@H]1C=CCC1=S
orbital gap	8.439	eV
total charge	0

---

Record 7
Below is one molecule with the formula C6H8S at a distorted geometry, with properties calculated with the ωB97M-V functional and the def2-TZVPD basis.

Atoms and positions in Å:
C 0.162 -0.492 -1.338
C 0.244 0.205 -0.203
C -0.913 1.108 0.201
S -2.296 1.223 -0.610
C 1.330 0.207 0.748
C 2.019 -0.849 1.130
C 1.768 -2.259 0.733
H -0.667 -0.517 -2.001
H 1.004 -1.103 -1.644
H -0.807 1.765 1.067
H 1.579 1.189 1.194
H 2.872 -0.593 1.750
H 1.888 -3.004 1.551
H 2.441 -2.542 -0.129
H 0.776 -2.281 0.339

Cartesian forces, eV/Å:
1.3 -0.4 0.4
-2.1 1.0 0.1
0.3 -0.3 -0.8
-0.3 0.1 0.0
0.3 1.0 0.1
1.1 -0.1 0.6
1.1 -0.5 -0.5
-0.7 0.3 -0.2
0.0 0.0 0.1
0.4 -0.3 0.0
-0.1 -0.6 -0.4
0.0 -0.5 0.3
0.0 0.6 -0.5
-0.5 0.1 1.0
-0.8 -0.5 -0.2

Calculated values
LUMO	-0.678	eV
highest occupied orbital energy	-0.318	Ha
structure (SMILES)	C=C(C=S)/C=C\C
orbital gap	7.976	eV
total charge	0

---

Record 8
Below is one molecule with the formula C6H8S4 at a distorted geometry, with properties calculated with the ωB97M-V functional and the def2-TZVPD basis.

Atoms and positions in Å:
S -3.645 0.316 0.083
C -1.956 -0.084 0.030
C -0.751 1.052 -0.225
S -1.172 2.682 0.273
C 0.615 0.506 -0.038
S 0.914 0.101 1.786
S 1.875 1.736 -0.572
C 0.842 -0.833 -0.807
C -0.232 -1.790 -0.472
C -1.511 -1.515 -0.132
H -3.322 1.653 -0.235
H 0.108 2.970 0.694
H -0.251 0.333 2.114
H 1.720 1.638 -1.810
H 1.754 -1.275 -0.436
H 0.796 -0.778 -1.827
H -0.139 -2.822 -0.852
H -2.396 -2.138 0.077

Cartesian forces, eV/Å:
1.1 1.7 -0.4
5.5 2.2 -1.7
-5.1 -4.1 1.8
1.0 0.0 0.0
0.4 -0.5 -0.7
3.8 -0.2 -1.4
0.9 0.0 3.4
-1.0 0.3 3.7
-2.3 -2.1 -0.6
-1.0 3.0 0.7
-0.9 -1.4 0.5
-0.9 0.1 -0.3
-3.5 0.7 1.0
-0.6 -0.4 -2.9
0.6 0.1 -0.3
0.4 0.7 -2.9
0.6 0.4 0.6
1.1 -0.7 -0.5

Calculated values
LUMO (spin up / spin down)	-0.349 / -0.447	eV
highest occupied orbital energy (spin up / spin down)	-0.276 / -0.267	Ha
structure (SMILES)	SC1=C(S)C(S)(S)CC=C1
orbital gap (spin up / spin down)	7.156 / 6.825	eV
total charge	0

---

ΔE to the lowest compared entry with this formula, charge and spin for every record listed, in sequence, given in eV: 1.512 3.757 2.752 6.991 1.244 1.885 1.576 1.467.
E for every record listed, in sequence, given in a.u.: -706.79059 -706.70809 -1104.87521 -631.33424 -631.54544 -631.52187 -631.53325 -1826.03185.